Entry 1:
DFT (ωB97M-V/def2-TZVPD) results for a cluster of 7 separate species, C60H63F18N4O3S in total at a distorted geometry.

ORCA input file:
```
! wB97M-V def2-TZVPD RIJCOSX def2/J DEFGRID3
* xyz 1 1
N 2.45379 -3.70300 0.67973
C 1.29687 -2.90134 1.01145
N 1.48795 -1.72686 1.79108
C 2.63262 -1.81720 2.72155
C 2.30697 -2.90838 3.83359
O 2.21210 -2.21491 5.11226
C 1.28028 -2.83057 5.95272
O 1.65792 -3.55702 6.81757
C 1.50018 -0.47785 0.96690
C 0.98486 0.71125 1.90208
C 0.27219 1.85338 1.10455
O 0.95959 2.52387 0.38039
N -1.14357 2.17599 1.21974
C -1.56886 2.38128 2.57754
C -0.70380 2.74483 3.68306
C -1.18253 2.91568 5.05372
C -2.59765 2.72005 5.37706
C -3.48990 2.38794 4.25615
C -2.99760 2.22544 2.89666
N 0.11467 -3.26275 0.59820
C -0.15338 -4.48736 -0.18456
C -0.80344 -4.23093 -1.59961
C -0.22069 -2.99745 -2.37461
C -1.08772 -2.66338 -3.64780
F -0.69420 -3.44054 -4.72451
F -2.43031 -2.93949 -3.46050
C -1.02751 -1.11331 -4.00422
F 0.22529 -0.72330 -4.36080
F -1.52693 -0.43323 -2.92760
F -1.95533 -0.93544 -5.01554
C -1.07789 -2.41368 0.91450
C -1.44073 -2.41378 2.44274
C -2.74291 -1.54449 2.71547
F -2.39971 -0.71966 3.77463
F -3.02924 -0.84497 1.55962
C -3.94677 -2.47527 3.17752
F -3.45925 -3.13528 4.29533
F -4.12050 -3.43609 2.21256
C -5.25517 -1.67961 3.58737
F -5.29070 -1.73498 4.97381
F -5.13863 -0.33393 3.32376
C -6.62604 -2.29870 3.12096
F -6.67639 -3.65028 3.31801
F -7.57482 -1.80217 3.98990
S -7.21397 -1.84884 1.40366
F -5.71756 -1.51704 0.86094
F -7.01229 -3.40761 0.94363
F -8.74566 -2.24628 1.84480
F -7.53719 -0.31631 1.80355
F -7.77368 -1.53670 -0.08413
H 2.73915 -4.26965 1.48262
H 3.20470 -3.07716 0.37788
H 3.62354 -1.99543 2.22707
H 2.75303 -0.86007 3.30022
H 1.31451 -3.40205 3.66839
H 3.15157 -3.64112 3.96441
H 0.17180 -2.64101 5.89815
H 2.58198 -0.26212 0.72692
H 0.92423 -0.54641 0.01411
H 1.87668 1.13376 2.44113
H 0.34703 0.25463 2.71287
H -1.71774 1.46423 0.76034
H 0.38864 2.89425 3.52621
H -0.51751 3.17974 5.90588
H -2.96761 2.82792 6.42345
H -4.56552 2.24875 4.52430
H -3.75401 1.94212 2.13313
H 0.72540 -5.15938 -0.30936
H -0.90816 -5.07887 0.41012
H -1.91616 -4.17379 -1.44130
H -0.65592 -5.15874 -2.21996
H -0.03888 -2.10240 -1.73327
H 0.77842 -3.31883 -2.78428
H -1.98410 -2.79721 0.37027
H -0.88831 -1.39849 0.48360
H -0.61857 -2.02816 3.10362
H -1.58236 -3.48591 2.75092
C -2.57517 0.33780 -7.74913
C -3.06715 1.23893 -8.68627
C -2.75468 1.08238 -10.03108
C -1.95769 0.01888 -10.43878
C -1.47391 -0.88303 -9.50021
C -1.78220 -0.72201 -8.15373
H -2.81656 0.46162 -6.70107
H -3.69215 2.06511 -8.36768
H -3.13099 1.78901 -10.76129
H -1.71500 -0.10617 -11.48745
H -0.85417 -1.71431 -9.81726
H -1.40056 -1.42391 -7.42188
C 2.04733 5.97910 5.46446
C 2.26745 4.84519 6.23666
C 2.52741 4.96808 7.59619
C 2.55797 6.22620 8.18572
C 2.33442 7.35999 7.41406
C 2.08322 7.23685 6.05238
H 1.84772 5.88272 4.40339
H 2.23704 3.86275 5.77744
H 2.70541 4.08346 8.19699
H 2.75599 6.32254 9.24689
H 2.35677 8.34117 7.87425
H 1.91437 8.12150 5.45011
C 1.89835 -3.67754 -8.89738
C 1.38860 -3.09283 -7.74544
C 2.19804 -2.31726 -6.93950
C 3.52774 -2.10865 -7.27926
C 4.04613 -2.68904 -8.43120
C 3.23203 -3.47795 -9.23944
H 1.26027 -4.28626 -9.52732
H 0.34952 -3.24235 -7.47297
H 1.79418 -1.86958 -6.03875
H 4.16000 -1.49576 -6.64738
H 5.08374 -2.52776 -8.69959
H 3.63606 -3.93427 -10.13528
C -5.08078 4.78422 -0.92693
C -6.36951 5.14298 -1.30190
C -7.42110 4.25290 -1.11864
C -7.18546 3.00671 -0.55118
C -5.89738 2.64939 -0.17293
C -4.84433 3.53627 -0.36458
H -4.26053 5.47713 -1.07285
H -6.55479 6.11741 -1.73829
H -8.42479 4.53090 -1.41732
H -8.00629 2.31429 -0.40385
H -5.71375 1.67636 0.27180
H -3.83810 3.25451 -0.07406
C 5.78419 -5.55071 -5.88458
C 4.58079 -4.99329 -5.47196
C 4.39653 -4.64621 -4.13948
C 5.41995 -4.84782 -3.22067
C 6.62498 -5.40204 -3.63412
C 6.80589 -5.75747 -4.96506
H 5.92646 -5.82430 -6.92336
H 3.78483 -4.82948 -6.18955
H 3.45396 -4.21686 -3.81684
H 5.27805 -4.57248 -2.18119
H 7.42378 -5.55789 -2.91825
H 7.74368 -6.19459 -5.28640
C 7.04990 7.53684 4.30221
C 6.32288 8.08698 5.35086
C 5.76039 7.26080 6.31610
C 5.93299 5.88446 6.23819
C 6.66310 5.33446 5.19162
C 7.21813 6.15992 4.22113
H 7.48576 8.18130 3.54773
H 6.19383 9.16126 5.41541
H 5.18815 7.68947 7.12963
H 5.49807 5.24084 6.99388
H 6.79925 4.26041 5.13190
H 7.78311 5.73033 3.40206
*
```

For the largest force on an atom, the calculation gives 0.077 hartree/bohr. The calculation puts the HOMO energy at -10.437 eV. Its gap between HOMO and LUMO is 6.432 eV. The energy is -135083.2438 eV.

Results of the Löwdin charge analysis, in e, for atoms 1 through 6: N 0.16; C -0.26; N -0.09; C -0.11; C -0.13; O -0.08

***

Entry 2:
DFT (ωB97M-V/def2-TZVPD) results for a structure of composition C6H18N3OPRb at a distorted geometry.

ORCA input file:
```
! wB97M-V def2-TZVPD RIJCOSX def2/J DEFGRID3
* xyz 1 1
Rb 2.55118 3.86624 1.42462
O 0.76687 1.58671 1.19380
P 0.19721 0.44342 0.34560
N 1.17114 -0.02712 -0.98087
C 0.75303 -1.12408 -1.81102
C 2.66467 0.20179 -1.02269
N -1.30250 0.89134 -0.31191
C -2.50534 1.13856 0.49670
C -1.25216 1.84815 -1.45515
N -0.10586 -0.99553 1.24200
C -1.12489 -1.95605 0.83239
C 0.74741 -1.38266 2.36838
H 0.90075 -2.07518 -1.29947
H 1.23540 -1.05180 -2.78580
H -0.31485 -0.98989 -1.98344
H 3.11393 -0.08905 -1.97226
H 3.13757 -0.36290 -0.21921
H 2.91651 1.25659 -0.91279
H -3.36996 0.66685 0.02977
H -2.51567 0.77218 1.52323
H -2.69940 2.20584 0.60333
H -0.53765 1.49114 -2.19685
H -2.21780 1.89395 -1.95867
H -0.93619 2.84348 -1.14276
H -1.45600 -1.77390 -0.19001
H -0.73835 -2.97389 0.78044
H -1.97905 -1.83546 1.49870
H 0.90963 -0.52218 3.01750
H 1.68911 -1.74418 1.95533
H 0.30111 -2.20250 2.93122
*
```

For the largest force on an atom, the calculation gives 0.045 hartree/bohr. The calculation puts the HOMO energy at -11.197 eV. Its gap between HOMO and LUMO is 7.670 eV. The energy is -22972.3257 eV.

Results of the Löwdin charge analysis, in e, for atoms 1 through 6: Rb 0.94; O -0.47; P 0.63; N -0.31; C -0.13; C -0.07

***

Entry 3:
DFT (ωB97M-V/def2-TZVPD) results for an isolated molecule of C5H5NO2 at a distorted geometry.

ORCA input file:
```
! wB97M-V def2-TZVPD RIJCOSX def2/J DEFGRID3
* xyz 0 1
O -3.02921 0.11783 0.23180
C -1.80112 -0.52154 0.00394
C -0.53250 0.03987 -0.18944
C 0.06622 1.39727 -0.06444
N 1.39559 1.41691 -0.01671
C 1.68944 0.06751 0.04948
O 2.98628 -0.30528 0.17664
C 0.65066 -0.77888 -0.19985
H -2.85831 1.12324 -0.01193
H -1.81444 -1.69931 -0.07731
H -0.39435 2.31057 -0.01155
H 3.03235 -1.33621 0.48161
H 0.60939 -1.83199 -0.37223
*
```

For the largest force on an atom, the calculation gives 0.080 hartree/bohr. The calculation puts the HOMO energy at -8.015 eV. Its gap between HOMO and LUMO is 7.646 eV. Its SMILES is O/C=C1\C=NC(O)=C1. The energy is -10848.3879 eV.

Results of the Löwdin charge analysis, in e, for atoms 1 through 6: O -0.02; C -0.06; C -0.21; C -0.08; N 0.14; C -0.44